Entry 1:
ORCA calculation (wB97M-V/def2-TZVPD) on a molecular structure, C29H25F2N5O4STc at a distorted geometry.

Properties
**E_HOMO (spin up / spin down)**: -7.18 / -7.18 eV
**Net charge**: 0
**Energy relative to the best compared isomer or geometry (same formula, charge and spin)**: 0.229 eV
**Multiplicity**: 4
**Kohn-Sham gap (spin up / spin down)**: 0.2607 / 0.2181 Eh
**<S²>**: 3.78

Cartesian coordinates (Å):
Tc (-0.174, 0.505, 0.128)
O (-0.082, 1.768, 1.632)
C (0.278, 1.515, 2.886)
C (0.612, 2.596, 3.707)
C (1.041, 2.399, 5.000)
C (1.146, 1.109, 5.533)
C (0.786, 0.044, 4.748)
C (0.339, 0.217, 3.426)
C (0.004, -0.975, 2.691)
N (-0.339, -1.040, 1.457)
N (-0.504, -2.340, 0.920)
C (-0.521, -2.252, -0.367)
O (-0.459, -1.092, -1.014)
C (-0.606, -3.482, -1.184)
C (-1.110, -3.408, -2.476)
C (-1.112, -4.537, -3.284)
C (-0.593, -5.734, -2.805)
C (-0.101, -5.808, -1.506)
C (-0.114, -4.685, -0.693)
H (0.547, 3.588, 3.275)
H (1.302, 3.256, 5.611)
H (1.506, 0.954, 6.542)
H (0.853, -0.967, 5.141)
H (0.084, -1.928, 3.201)
H (-1.489, -2.461, -2.844)
H (-1.506, -4.480, -4.293)
H (-0.570, -6.612, -3.446)
H (0.308, -6.740, -1.134)
H (0.277, -4.721, 0.317)
F (-5.538, 0.054, -0.480)
C (-4.435, 0.775, -0.694)
C (-3.234, 0.323, -0.190)
C (-2.091, 1.064, -0.425)
C (-2.157, 2.251, -1.174)
C (-3.394, 2.660, -1.640)
F (-3.503, 3.785, -2.364)
C (-4.551, 1.945, -1.412)
C (-0.859, 2.886, -1.504)
C (-0.647, 4.140, -2.050)
C (0.647, 4.531, -2.368)
C (1.707, 3.668, -2.149)
C (1.449, 2.447, -1.567)
N (0.197, 2.082, -1.233)
H (-3.211, -0.605, 0.376)
H (-5.504, 2.290, -1.788)
H (-1.483, 4.800, -2.220)
H (0.819, 5.511, -2.801)
H (2.724, 3.932, -2.403)
H (2.238, 1.730, -1.357)
O (3.999, 0.826, -0.073)
C (3.105, 0.632, 0.753)
O (1.880, 0.297, 0.499)
H (3.352, 0.709, 1.815)
C (5.453, -2.269, -4.590)
N (4.276, -2.358, -3.731)
C (3.916, -1.606, -2.660)
S (2.329, -1.694, -2.055)
N (4.793, -0.796, -2.052)
C (6.237, -0.684, -2.224)
H (5.246, -2.848, -5.486)
H (6.347, -2.684, -4.127)
H (5.658, -1.247, -4.902)
H (3.506, -2.906, -4.058)
H (4.378, -0.250, -1.317)
H (6.525, -0.283, -3.194)
H (6.738, -1.642, -2.076)
H (6.598, 0.004, -1.462)

Mulliken population analysis, charges in e, atoms 1 to 6:
1 Tc -0.563
2 O -0.454
3 C 0.475
4 C -0.623
5 C -0.406
6 C -0.750



Entry 2:
ORCA calculation (wB97M-V/def2-TZVPD) on 2 unconnected molecules or ions with the total composition C29H25F4N2 at a distorted geometry.

Properties
**E_HOMO**: -9.10 eV
**Net charge**: +1
**Energy relative to the best compared isomer or geometry (same formula, charge and spin)**: 2.121 eV
**Kohn-Sham gap**: 0.0939 Eh

Cartesian coordinates (Å):
F (3.073, -1.886, 0.893)
C (2.830, -0.657, 1.400)
C (3.881, 0.184, 1.715)
C (3.635, 1.442, 2.231)
F (4.670, 2.261, 2.524)
C (2.340, 1.859, 2.431)
C (1.237, 1.035, 2.121)
C (-0.065, 1.553, 2.348)
C (-1.366, 1.041, 2.105)
C (-2.469, 1.866, 2.411)
C (-3.764, 1.449, 2.206)
F (-4.801, 2.263, 2.505)
C (-4.008, 0.191, 1.688)
C (-2.955, -0.647, 1.370)
F (-3.196, -1.878, 0.865)
C (-1.662, -0.228, 1.572)
C (1.535, -0.240, 1.600)
H (4.891, -0.143, 1.558)
H (2.187, 2.848, 2.828)
H (-0.065, 2.540, 2.780)
H (-2.318, 2.859, 2.798)
H (-5.018, -0.137, 1.530)
H (-0.897, -0.920, 1.296)
H (0.773, -0.942, 1.347)
C (0.002, -3.081, 4.294)
N (0.469, -2.268, 5.409)
C (-0.208, -1.006, 5.809)
H (-0.139, -0.288, 4.984)
C (-1.638, -1.205, 6.207)
C (-1.959, -2.081, 7.228)
C (-3.277, -2.267, 7.595)
C (-4.294, -1.580, 6.947)
C (-5.711, -1.786, 7.341)
C (-3.963, -0.700, 5.925)
C (-2.647, -0.515, 5.557)
N (0.650, -0.542, 6.931)
C (0.404, 0.712, 7.629)
C (1.680, -1.481, 7.195)
C (1.569, -2.538, 6.263)
C (2.463, -3.594, 6.300)
C (3.460, -3.597, 7.262)
C (3.569, -2.561, 8.175)
C (2.683, -1.496, 8.149)
H (0.635, -3.956, 4.168)
H (-1.020, -3.410, 4.472)
H (0.024, -2.497, 3.377)
H (-1.166, -2.614, 7.728)
H (-3.532, -2.949, 8.389)
H (-6.383, -1.185, 6.730)
H (-6.002, -2.828, 7.225)
H (-5.872, -1.508, 8.381)
H (-4.743, -0.160, 5.415)
H (-2.389, 0.162, 4.757)
H (1.147, 0.869, 8.407)
H (0.452, 1.541, 6.924)
H (-0.585, 0.700, 8.084)
H (2.380, -4.399, 5.592)
H (4.160, -4.415, 7.304)
H (4.352, -2.587, 8.915)
H (2.768, -0.693, 8.858)

Mulliken population analysis, charges in e, atoms 1 to 6:
1 F -0.289
2 C -0.216
3 C -0.258
4 C 0.064
5 F -0.286
6 C -0.939



Entry 3:
ORCA calculation (wB97M-V/def2-TZVPD) on a molecular structure, C29H25IN3O2Re at a distorted geometry.

Properties
**E_HOMO (spin up / spin down)**: -10.93 / -10.98 eV
**Net charge**: +1
**Energy relative to the best compared isomer or geometry (same formula, charge and spin)**: 0.000 eV
**Multiplicity**: 2
**Kohn-Sham gap (spin up / spin down)**: 0.2655 / 0.2634 Eh
**<S²>**: 0.76

Cartesian coordinates (Å):
Re (0.380, 0.479, -0.562)
C (-3.148, 1.713, 2.224)
C (-2.457, 0.442, 2.599)
N (-2.886, -0.219, 3.649)
C (-2.270, -1.358, 4.008)
C (-1.199, -1.891, 3.341)
C (-0.587, -3.186, 3.815)
O (0.797, -3.073, 4.127)
C (-0.719, -1.199, 2.198)
C (0.419, -1.728, 1.499)
N (0.941, -1.278, 0.398)
C (2.096, -2.028, -0.043)
C (2.135, -3.417, 0.032)
C (3.265, -4.109, -0.372)
C (4.373, -3.428, -0.857)
C (4.338, -2.046, -0.962)
C (3.198, -1.372, -0.563)
I (3.004, 0.694, -0.855)
C (-1.360, -0.021, 1.827)
O (-0.987, 0.735, 0.785)
H (-3.952, 1.901, 2.930)
H (-3.557, 1.646, 1.214)
H (-2.448, 2.549, 2.233)
H (-2.672, -1.857, 4.882)
H (-0.652, -3.950, 3.039)
H (-1.156, -3.555, 4.671)
H (0.896, -2.533, 4.919)
H (0.914, -2.565, 1.975)
H (1.267, -3.960, 0.381)
H (3.275, -5.189, -0.315)
H (5.256, -3.969, -1.168)
H (5.187, -1.504, -1.358)
C (0.466, -2.564, -3.085)
C (0.804, -1.228, -3.752)
C (2.307, -1.129, -4.017)
C (0.039, -1.110, -5.083)
C (0.341, -0.109, -2.888)
C (-0.001, 1.039, -2.541)
H (0.763, -3.379, -3.747)
H (-0.605, -2.647, -2.895)
H (0.997, -2.671, -2.143)
H (2.588, -1.933, -4.698)
H (2.881, -1.247, -3.104)
H (2.568, -0.176, -4.480)
H (0.366, -1.903, -5.757)
H (0.233, -0.151, -5.564)
H (-1.035, -1.212, -4.928)
N (-3.012, 7.721, 3.218)
C (-2.647, 6.930, 2.471)
C (-2.186, 5.937, 1.536)
C (-3.111, 5.170, 0.833)
C (-2.667, 4.208, -0.054)
C (-1.298, 4.020, -0.247)
C (-0.374, 4.803, 0.448)
C (-0.817, 5.755, 1.344)
C (-0.844, 3.024, -1.165)
C (-0.476, 2.183, -1.961)
H (-4.169, 5.328, 0.989)
H (-3.374, 3.601, -0.602)
H (0.685, 4.655, 0.286)
H (-0.113, 6.363, 1.894)

Mulliken population analysis, charges in e, atoms 1 to 6:
1 Re 0.933
2 C -0.783
3 C 0.621
4 N -0.615
5 C -0.999
6 C 0.736



Entry 4:
ORCA calculation (wB97M-V/def2-TZVPD) on a molecular structure, C29H25InN2O17P at a distorted geometry.

Properties
**E_HOMO**: -3.44 eV
**Net charge**: -1
**Kohn-Sham gap**: 0.1165 Eh

Cartesian coordinates (Å):
N (5.854, 4.853, 2.334)
P (5.535, 4.402, 0.648)
O (4.741, 5.770, -0.040)
In (3.777, 2.512, 0.566)
C (1.759, 3.588, 0.696)
C (1.325, 4.091, 2.109)
C (-0.051, 4.851, 2.049)
C (-0.695, 4.969, 0.660)
N (-0.283, 4.476, -0.597)
C (0.957, 3.781, -0.601)
H (6.689, 5.450, 2.380)
H (5.942, 4.043, 2.958)
H (5.309, 6.241, -0.680)
H (4.002, 1.317, 1.899)
H (3.899, 1.778, -1.068)
H (1.921, 3.940, 3.060)
H (-0.518, 5.299, 2.997)
H (-1.686, 5.556, 0.646)
H (1.388, 3.368, -1.583)
C (7.070, -2.274, -3.316)
C (7.146, -1.116, -2.656)
C (6.181, -0.010, -2.914)
O (6.269, 1.024, -2.280)
C (5.153, -0.219, -3.940)
C (5.080, -1.375, -4.602)
C (6.029, -2.491, -4.324)
O (5.920, -3.541, -4.937)
O (4.134, -1.585, -5.560)
O (8.107, -0.897, -1.719)
H (7.763, -3.085, -3.137)
H (4.470, 0.597, -4.130)
H (4.291, -2.492, -5.885)
H (7.946, 0.009, -1.389)
C (-1.527, -1.109, 0.284)
C (-0.587, -0.160, 0.347)
C (0.804, -0.474, 0.779)
O (1.633, 0.412, 0.805)
C (1.111, -1.857, 1.164)
C (0.171, -2.802, 1.103)
C (-1.213, -2.493, 0.644)
O (-2.042, -3.391, 0.585)
O (0.438, -4.091, 1.459)
O (-0.861, 1.130, 0.019)
H (-2.541, -0.896, -0.030)
H (2.120, -2.067, 1.492)
H (-0.400, -4.577, 1.327)
H (-0.017, 1.618, 0.147)
C (-5.602, -4.939, 3.764)
C (-4.410, -4.817, 3.173)
C (-3.537, -6.004, 2.935)
O (-2.463, -5.862, 2.377)
C (-4.014, -7.312, 3.396)
C (-5.204, -7.431, 3.989)
C (-6.088, -6.250, 4.202)
O (-7.177, -6.402, 4.732)
O (-5.659, -8.638, 4.424)
O (-3.947, -3.608, 2.764)
H (-6.247, -4.088, 3.940)
H (-3.365, -8.162, 3.234)
H (-6.537, -8.458, 4.813)
H (-3.069, -3.785, 2.367)
C (-3.813, 3.322, -3.142)
C (-3.490, 2.351, -2.283)
C (-4.320, 2.074, -1.075)
O (-4.008, 1.169, -0.323)
C (-5.495, 2.921, -0.840)
C (-5.814, 3.892, -1.697)
C (-5.000, 4.151, -2.918)
O (-5.335, 5.036, -3.689)
O (-6.900, 4.689, -1.491)
O (-2.392, 1.577, -2.475)
H (-3.221, 3.531, -4.022)
H (-6.079, 2.722, 0.048)
H (-6.914, 5.307, -2.248)
H (-2.378, 0.955, -1.722)

Mulliken population analysis, charges in e, atoms 1 to 6:
1 N -0.587
2 P 0.208
3 O -0.564
4 In 0.428
5 C -0.032
6 C -0.215